# 1
A 2-piece molecular cluster, C2H6O overall in a non-equilibrium geometry. Source: OMol25; level of theory: ωB97M-V/def2-TZVPD.

CARTESIAN COORDINATES (ANGSTROEM)
C: -1.222 -0.500 0.698
C: -0.729 0.753 0.676
H: -1.017 -1.155 -0.157
H: -1.782 -0.922 1.540
H: -0.118 1.104 -0.165
H: -0.867 1.434 1.524
O: 2.085 -0.597 -1.413
H: 2.206 0.048 -0.680
H: 1.444 -0.164 -2.021

Atomic forces in eV per Å
0.6 0.9 -0.3
-0.3 -1.0 0.4
-0.2 0.1 0.4
0.2 0.3 -0.4
-0.4 -0.1 0.3
0.0 -0.2 -0.4
-0.5 1.1 0.1
-0.2 -0.7 -0.8
0.7 -0.4 0.7

The SMILES is C=C.O. The calculation puts the gap between HOMO and LUMO at 0.410 Eh. For the energy above the lowest of the compared OMol25 structures with the same formula, charge and spin, the calculation gives 72.5 kJ/mol. The HOMO energy comes out at -10.24 eV. Its LUMO energy is 0.92 eV.



# 2
A 2-piece molecular cluster, C2H6O overall in a non-equilibrium geometry. Source: OMol25; level of theory: ωB97M-V/def2-TZVPD.

CARTESIAN COORDINATES (ANGSTROEM)
C: -1.069 0.284 0.099
C: -0.773 -0.775 0.830
H: -2.095 0.606 -0.176
H: -0.515 0.972 -0.511
H: -1.457 -1.486 1.271
H: 0.251 -0.856 1.216
H: 1.456 0.372 0.153
H: 1.380 -0.402 -1.129
O: 1.518 0.501 -0.797

Atomic forces in eV per Å
-2.8 0.8 -1.3
1.1 0.7 0.7
0.0 -1.2 0.6
1.3 -0.1 0.8
-0.4 0.3 -0.1
-0.2 -0.5 -0.5
0.1 0.2 0.1
0.1 0.5 0.0
0.8 -0.6 -0.4

The SMILES is C=C.O. The calculation puts the gap between HOMO and LUMO at 0.415 Eh. For the energy above the lowest of the compared OMol25 structures with the same formula, charge and spin, the calculation gives 125.3 kJ/mol. The HOMO energy comes out at -10.28 eV. Its LUMO energy is 1.00 eV.



# 3
C2H6O in the gas phase in a non-equilibrium geometry. Source: OMol25; level of theory: ωB97M-V/def2-TZVPD.

CARTESIAN COORDINATES (ANGSTROEM)
C: 0.847 -0.043 -0.148
C: -0.606 -0.258 -0.202
H: 1.463 -0.941 -0.345
H: 1.034 0.288 0.891
H: 1.288 0.744 -0.814
H: -1.003 -0.476 -1.240
H: -0.820 -1.153 0.359
H: -0.939 0.940 1.231
O: -1.264 0.898 0.268

Atomic forces in eV per Å
2.5 0.5 -0.1
-1.0 -0.4 -2.4
-0.5 0.2 0.2
0.4 -0.2 -0.3
-0.8 -0.5 0.5
0.5 0.4 1.0
-0.5 -0.3 0.6
-1.0 0.4 -2.0
0.4 -0.2 2.6

The SMILES is CCO. The calculation puts the gap between HOMO and LUMO at 0.422 Eh. For the energy above the lowest of the compared OMol25 structures with the same formula, charge and spin, the calculation gives 29.6 kJ/mol. The HOMO energy comes out at -10.45 eV. Its LUMO energy is 1.03 eV.



# 4
A 2-piece molecular cluster, C2H6O2 overall in a non-equilibrium geometry. Source: OMol25; level of theory: ωB97M-V/def2-TZVPD.

CARTESIAN COORDINATES (ANGSTROEM)
C: 2.182 -2.314 -0.023
H: 3.052 -2.571 0.560
H: 1.317 -2.959 0.062
H: 2.419 -2.245 -1.087
H: 1.864 -1.307 0.247
O: -1.249 0.067 0.651
C: -0.533 0.831 0.079
O: -0.918 1.903 -0.635
H: 0.563 0.783 0.046
H: -1.881 1.882 -0.759

Atomic forces in eV per Å
-0.5 1.0 -0.8
0.1 -0.4 0.1
0.1 -0.3 0.4
0.3 -0.2 0.1
0.0 0.0 0.2
-0.1 0.0 -0.1
0.3 0.3 -0.1
-0.2 -0.2 -0.2
0.0 -0.1 0.2
0.1 0.0 0.3

The SMILES is O=CO.C. The calculation puts the gap between HOMO and LUMO at 0.437 Eh. For the energy above the lowest of the compared OMol25 structures with the same formula, charge and spin, the calculation gives 4.8 kJ/mol. The HOMO energy comes out at -11.09 eV. Its LUMO energy is 0.79 eV.



# 5
A 2-piece molecular cluster, C2H6O2 overall in a non-equilibrium geometry. Source: OMol25; level of theory: ωB97M-V/def2-TZVPD.

CARTESIAN COORDINATES (ANGSTROEM)
C: 1.378 0.722 -0.809
H: 0.835 1.632 -0.874
H: 1.656 0.366 -1.794
H: 0.823 0.057 -0.145
H: 2.233 0.763 -0.194
O: -1.980 0.425 0.204
C: -1.336 -0.616 0.357
O: -1.189 -1.262 1.544
H: -0.885 -1.218 -0.551
H: -1.536 -0.869 2.261

Atomic forces in eV per Å
-0.3 -0.9 0.5
-0.2 0.9 0.0
-0.3 -0.4 0.1
-0.4 -0.3 -1.0
1.5 0.9 0.3
1.8 -2.6 0.5
-1.9 1.2 -1.0
2.7 -2.6 -5.3
-0.7 1.0 2.1
-2.3 2.8 3.8

The SMILES is O=CO.C. The calculation puts the gap between HOMO and LUMO at 0.432 Eh. For the energy above the lowest of the compared OMol25 structures with the same formula, charge and spin, the calculation gives 68.9 kJ/mol. The HOMO energy comes out at -10.91 eV. Its LUMO energy is 0.83 eV.



# 6
C2H6O2 in the gas phase in a non-equilibrium geometry. Source: OMol25; level of theory: ωB97M-V/def2-TZVPD.

CARTESIAN COORDINATES (ANGSTROEM)
C: 1.677 0.037 0.249
C: -0.638 0.506 -0.179
H: 2.492 -0.921 0.016
H: 1.591 0.039 1.194
H: 1.917 1.054 -0.057
H: -0.237 1.472 0.538
H: -0.611 0.977 -1.081
H: -1.472 -1.057 0.135
O: 0.479 -0.405 -0.419
O: -1.718 -0.198 0.273

Atomic forces in eV per Å
2.0 -3.5 -7.5
3.8 1.3 3.0
-1.9 3.4 0.3
-1.0 -0.1 7.3
0.7 -0.2 -0.5
-1.4 -2.9 -1.0
-1.7 1.3 -2.9
0.7 -3.8 -0.5
-0.2 0.7 1.4
-1.0 3.8 0.4

The SMILES is COCO. The calculation puts the gap between HOMO and LUMO at 0.406 Eh. For the energy above the lowest of the compared OMol25 structures with the same formula, charge and spin, the calculation gives 273.5 kJ/mol. The HOMO energy comes out at -10.06 eV. Its LUMO energy is 1.00 eV.



# 7
A 2-piece molecular cluster, C2H6O2 overall in a non-equilibrium geometry. Source: OMol25; level of theory: ωB97M-V/def2-TZVPD.

CARTESIAN COORDINATES (ANGSTROEM)
C: 0.315 -0.538 -1.662
C: 1.175 -1.178 -0.728
O: 1.409 -2.426 -0.731
H: 0.559 0.524 -1.739
H: -0.638 -0.920 -2.026
H: 1.699 -0.562 -0.002
H: 0.762 -2.917 -1.274
H: -2.044 3.348 2.407
H: -1.641 2.170 3.329
O: -1.595 2.498 2.426

Atomic forces in eV per Å
0.1 0.9 1.3
-0.5 0.4 -1.0
-0.4 -0.4 0.7
-0.4 -0.2 -0.4
0.4 -0.2 -0.3
0.4 -0.3 -0.1
0.3 -0.2 -0.2
0.0 0.0 0.2
-0.1 0.2 0.0
0.2 -0.2 -0.2

The expectation value of S² is 0.755. The multiplicity is 2. The calculation puts the gap between HOMO and LUMO (spin up / spin down) at 0.313 / 0.204 Eh. For the energy above the lowest of the compared OMol25 structures with the same formula, charge and spin, the calculation gives 68.1 kJ/mol. The HOMO energy (spin up / spin down) comes out at -14.06 / -14.06 eV. Its LUMO energy (spin up / spin down) is -5.55 / -8.52 eV. Its charge is +1.



# 8
C2H6O2Rb as an isolated structure in a non-equilibrium geometry. Source: OMol25; level of theory: ωB97M-V/def2-TZVPD.

CARTESIAN COORDINATES (ANGSTROEM)
Rb: -3.161 -0.030 0.592
C: 0.454 0.775 -0.414
C: 0.603 -0.333 0.596
O: 0.268 -1.601 0.020
O: -0.858 0.941 -0.941
H: 1.225 0.603 -1.172
H: 0.736 1.744 0.005
H: -0.035 -0.234 1.488
H: 1.635 -0.315 0.961
H: 0.026 -2.205 0.724
H: -0.895 0.657 -1.860

Atomic forces in eV per Å
0.2 0.1 -0.1
0.8 0.4 -0.1
-0.5 -0.6 0.7
-0.1 0.5 -0.4
-0.4 -0.4 0.0
-0.5 -0.1 -0.4
0.0 -0.2 0.4
0.1 0.6 -0.1
0.0 0.0 -0.1
0.2 -0.2 0.1
0.2 0.0 0.1

The calculation puts the gap between HOMO and LUMO at 0.375 Eh. For the energy above the lowest of the compared OMol25 structures with the same formula, charge and spin, the calculation gives 50.2 kJ/mol. The HOMO energy comes out at -14.16 eV. Its LUMO energy is -3.97 eV. Its charge is +1.